## one
The following is a quantum chemistry calculation of a cluster of 2 separate species, C8H16N2 in total, from the Open Molecules 2025 dataset.

Structure (SMILES): CCc1c[nH]cn1.CCC
Molecular weight, g/mol: 140.23
HOMO-LUMO gap, eV: 9.2

XYZ file:
```
26
C8H16N2 wB97M-V/def2-TZVPD
C 2.22531 1.09123 -0.88960
C 2.73725 -0.35078 -0.43890
C 0.80621 1.12969 -0.99328
C -0.23769 0.96111 -1.98805
C -1.14422 1.81234 -0.11258
N 0.16644 1.66463 0.15797
N -1.43487 1.54364 -1.51521
H 2.55569 1.76061 -0.13830
H 2.83440 1.54256 -1.63670
H 1.98402 -0.95403 0.12779
H -0.12165 0.50022 -3.03954
H -1.85811 2.44096 0.55738
H -2.49086 1.21272 -1.78291
H 3.63775 -0.28548 0.11627
H 3.03306 -0.85745 -1.29386
C -0.79482 -1.53263 1.63435
C -1.97233 -2.21488 0.76188
C -0.28813 -2.59477 2.53801
H -0.11142 -1.23658 0.84212
H -1.37271 -0.72569 2.17357
H -1.95299 -3.37196 0.98745
H 0.49307 -3.41121 2.38470
H 0.17388 -1.98009 3.31660
H -1.94722 -2.08332 -0.37472
H -2.89761 -1.67606 1.09566
H -1.06979 -3.14082 3.09423
```

These are the Löwdin partial charges, in e, on atoms 1 to 6:
1 C -0.20
2 C -0.05
3 C -0.31
4 C -0.08
5 C -0.19
6 N 0.07

=====

## two
The following is a quantum chemistry calculation of an isolated molecule of C8H16N2, from the Open Molecules 2025 dataset.

Molecular weight, g/mol: 140.23
HOMO-LUMO gap, eV: 7.8

XYZ file:
```
26
C8H16N2 wB97M-V/def2-TZVPD
C 2.65347 -1.34612 -0.81961
C 2.00214 -0.41172 -1.76840
C 1.86112 -1.34704 0.53481
C 0.37768 -0.39793 -1.79751
C 0.39769 -1.68698 0.41147
C -0.29188 -0.73722 -0.52853
C -2.39184 2.82293 1.38856
C -2.74727 1.39969 1.06110
N -1.16802 0.00763 0.14995
N -2.05545 0.97204 -0.08324
H 2.60996 -2.46245 -1.19886
H 3.63446 -1.04844 -0.48430
H 2.25405 0.69649 -1.60475
H 2.55868 -0.45861 -2.74353
H 2.46862 -2.18688 1.19593
H 2.02320 -0.47952 1.18255
H 0.03629 0.62616 -2.34408
H 0.26761 -1.16960 -2.52384
H 0.21565 -2.77393 0.15633
H 0.02562 -1.53564 1.33494
H -3.01397 3.38014 2.18813
H -1.47328 2.78633 1.94174
H -2.62142 3.39608 0.47604
H -2.50694 0.75826 1.87624
H -3.81818 1.39166 0.89034
H -1.29798 -0.19534 1.10852
```

These are the Löwdin partial charges, in e, on atoms 1 to 6:
1 C -0.23
2 C -0.22
3 C -0.22
4 C -0.11
5 C -0.18
6 C -0.22

=====

Going by the computed energies, the most stable comes first: one, two.